Computed, not measured: a cluster of 8 separate species, C54H120Br2N6 in total at a distorted geometry, with ωB97M-V/def2-TZVPD.

Each line ends with the Löwdin charge.
CARTESIAN COORDINATES (ANGSTROEM)
C: 2.39 -3.99 -34.71  -0.09
C: 1.20 -4.93 -34.99  -0.24
C: 0.37 -4.56 -36.22  -0.17
C: -0.54 -3.38 -36.07  -0.11
N: -1.22 -2.95 -37.37  -0.27
C: -0.34 -2.82 -38.59  -0.08
C: -0.20 -4.19 -39.25  -0.13
C: -1.51 -4.89 -38.90  -0.13
C: -2.17 -4.06 -37.80  -0.10
C: -2.02 -1.72 -37.09  0.01
H: 3.06 -4.32 -33.92  0.08
H: 1.95 -3.01 -34.52  0.06
H: 3.02 -3.97 -35.61  0.08
H: 0.64 -5.10 -34.07  0.08
H: 1.66 -5.90 -35.19  0.12
H: -0.29 -5.40 -36.46  0.12
H: 1.09 -4.42 -37.03  0.11
H: -0.01 -2.48 -35.75  0.13
H: -1.32 -3.56 -35.33  0.12
H: -0.92 -2.15 -39.23  0.14
H: 0.63 -2.40 -38.31  0.15
H: -0.03 -4.05 -40.32  0.13
H: 0.66 -4.74 -38.88  0.10
H: -2.18 -4.97 -39.76  0.12
H: -1.34 -5.92 -38.57  0.12
H: -2.93 -3.51 -38.34  0.13
H: -2.57 -4.61 -36.94  0.10
H: -1.42 -0.93 -36.65  0.11
H: -2.74 -2.06 -36.33  0.09
H: -2.60 -1.46 -37.97  0.11
C: -9.86 -4.33 -34.17  -0.08
C: -8.91 -3.98 -33.04  -0.26
C: -8.70 -2.46 -32.87  -0.18
C: -7.41 -2.23 -32.12  -0.12
N: -7.03 -0.75 -32.07  -0.26
C: -6.43 -0.25 -33.35  -0.10
C: -4.94 -0.58 -33.36  -0.13
C: -4.63 -1.13 -31.93  -0.13
C: -5.82 -0.60 -31.15  -0.11
C: -8.17 0.12 -31.64  0.03
H: -10.83 -3.84 -34.06  0.08
H: -9.96 -5.40 -34.33  0.08
H: -9.46 -3.85 -35.07  0.08
H: -7.91 -4.38 -33.27  0.08
H: -9.19 -4.45 -32.09  0.09
H: -9.57 -2.05 -32.37  0.11
H: -8.66 -2.03 -33.88  0.12
H: -6.62 -2.72 -32.68  0.07
H: -7.48 -2.57 -31.08  0.13
H: -6.60 0.81 -33.53  0.14
H: -6.92 -0.74 -34.20  0.14
H: -4.32 0.32 -33.41  0.12
H: -4.62 -1.15 -34.23  0.08
H: -3.66 -0.85 -31.54  0.10
H: -4.63 -2.23 -31.94  0.08
H: -5.70 0.43 -30.81  0.13
H: -6.17 -1.15 -30.27  0.12
H: -8.78 0.40 -32.50  0.12
H: -7.80 1.05 -31.21  0.11
H: -8.71 -0.46 -30.90  0.10
C: 0.79 -0.04 -30.43  -0.10
C: -0.53 0.51 -30.97  -0.24
C: -1.57 0.79 -29.88  -0.21
C: -1.10 1.69 -28.74  -0.12
N: -2.21 2.16 -27.83  -0.26
C: -3.26 2.95 -28.61  -0.10
C: -3.86 3.97 -27.64  -0.12
C: -2.71 4.24 -26.61  -0.12
C: -1.71 3.13 -26.78  -0.08
C: -2.83 0.97 -27.18  0.00
H: 0.51 -0.79 -29.68  0.03
H: 1.32 0.75 -29.88  0.08
H: 1.49 -0.43 -31.16  0.08
H: -0.94 -0.24 -31.65  0.09
H: -0.34 1.46 -31.49  0.11
H: -1.93 -0.16 -29.46  0.06
H: -2.40 1.31 -30.36  0.10
H: -0.70 2.58 -29.24  0.14
H: -0.28 1.34 -28.12  0.15
H: -3.97 2.19 -28.93  0.11
H: -2.79 3.45 -29.45  0.14
H: -4.80 3.63 -27.21  0.11
H: -4.07 4.84 -28.26  0.12
H: -3.24 4.26 -25.66  0.12
H: -2.33 5.25 -26.76  0.13
H: -1.46 2.63 -25.84  0.14
H: -0.76 3.51 -27.17  0.14
H: -3.36 0.33 -27.88  0.09
H: -3.60 1.35 -26.50  0.11
H: -2.11 0.48 -26.53  0.10
C: -9.87 -6.22 -29.74  -0.10
C: -11.33 -5.76 -29.69  -0.25
C: -11.92 -5.32 -28.35  -0.18
C: -11.34 -4.01 -27.83  -0.14
N: -12.13 -3.43 -26.68  -0.26
C: -13.57 -3.03 -27.10  -0.06
C: -13.94 -1.95 -26.14  -0.15
C: -12.69 -1.18 -25.82  -0.13
C: -11.53 -2.08 -26.32  -0.10
C: -12.05 -4.35 -25.49  0.05
H: -9.20 -5.41 -29.42  0.06
H: -9.75 -6.45 -30.79  0.07
H: -9.70 -7.10 -29.12  0.08
H: -11.96 -6.59 -30.01  0.12
H: -11.50 -5.03 -30.50  0.11
H: -11.60 -6.09 -27.63  0.12
H: -13.00 -5.35 -28.33  0.12
H: -11.27 -3.22 -28.58  0.13
H: -10.34 -4.19 -27.45  0.13
H: -14.18 -3.93 -27.00  0.14
H: -13.50 -2.78 -28.16  0.15
H: -14.37 -2.36 -25.23  0.13
H: -14.75 -1.35 -26.56  0.14
H: -12.55 -1.03 -24.74  0.12
H: -12.58 -0.14 -26.15  0.12
H: -10.68 -2.16 -25.65  0.13
H: -11.10 -1.64 -27.22  0.12
H: -10.99 -4.46 -25.25  0.11
H: -12.56 -5.25 -25.82  0.11
H: -12.51 -3.91 -24.61  0.12
C: 0.38 -5.17 -24.90  -0.09
C: -0.88 -6.01 -24.72  -0.23
C: -1.97 -5.26 -23.89  -0.19
C: -2.40 -4.00 -24.58  -0.14
N: -3.61 -3.29 -23.94  -0.28
C: -4.87 -4.06 -24.10  -0.11
C: -5.32 -3.86 -25.54  -0.14
C: -4.85 -2.42 -25.89  -0.13
C: -3.86 -2.06 -24.76  -0.12
C: -3.35 -2.94 -22.50  0.05
H: 0.13 -4.25 -25.43  0.01
H: 1.13 -5.73 -25.45  0.08
H: 0.86 -4.90 -23.95  0.09
H: -0.83 -6.96 -24.20  0.11
H: -1.30 -6.23 -25.70  0.10
H: -1.53 -5.07 -22.91  0.12
H: -2.79 -5.92 -23.61  0.11
H: -2.72 -4.12 -25.61  0.08
H: -1.63 -3.23 -24.55  0.12
H: -5.62 -3.59 -23.46  0.14
H: -4.75 -5.06 -23.70  0.14
H: -6.39 -3.99 -25.66  0.11
H: -4.80 -4.54 -26.22  0.09
H: -5.71 -1.76 -25.77  0.11
H: -4.39 -2.22 -26.86  0.08
H: -4.34 -1.37 -24.06  0.13
H: -2.98 -1.49 -25.06  0.12
H: -2.46 -2.32 -22.48  0.12
H: -3.28 -3.85 -21.92  0.11
H: -4.18 -2.32 -22.16  0.11
C: -0.23 -3.61 -31.73  -0.09
C: -1.26 -4.73 -32.02  -0.24
C: -2.07 -5.07 -30.78  -0.21
C: -3.35 -5.77 -31.22  -0.13
N: -4.27 -6.08 -30.06  -0.24
C: -3.65 -6.68 -28.82  -0.10
C: -4.73 -7.54 -28.17  -0.14
C: -5.72 -7.92 -29.28  -0.13
C: -5.29 -7.14 -30.51  -0.06
C: -4.93 -4.81 -29.64  0.01
H: 0.57 -3.92 -31.06  0.09
H: -0.73 -2.81 -31.18  0.04
H: 0.27 -3.28 -32.64  0.05
H: -0.82 -5.63 -32.45  0.11
H: -1.95 -4.29 -32.75  0.08
H: -2.19 -4.16 -30.18  0.04
H: -1.58 -5.78 -30.11  0.12
H: -3.18 -6.64 -31.85  0.14
H: -3.86 -5.09 -31.92  0.05
H: -3.19 -5.96 -28.15  0.12
H: -2.82 -7.31 -29.15  0.14
H: -5.22 -6.99 -27.37  0.10
H: -4.22 -8.41 -27.77  0.13
H: -6.78 -7.79 -29.07  0.11
H: -5.60 -8.97 -29.52  0.13
H: -6.13 -6.54 -30.87  0.13
H: -4.82 -7.75 -31.27  0.14
H: -4.11 -4.18 -29.29  0.09
H: -5.70 -5.01 -28.89  0.10
H: -5.47 -4.36 -30.47  0.09
Br: -4.87 -4.34 -34.60  -0.46
Br: -1.03 -2.76 -27.83  -0.36

Values from the calculation:
LUMO energy = -8.159 eV
Charge = +4
Molecular weight = 1013.40 Da
Strongest force on any atom = 0.045 Eh/bohr
Energy relative to the best compared isomer or geometry (same formula, charge and spin) = 0.000 eV
Electronic energy = -206937.7666 eV